The following is a DFT calculation (wB97M-V/def2-TZVPD) of a single C5H6O2 molecule.

- Gap between HOMO and LUMO: 7.281 eV
- HOMO: -8.8 eV
- LUMO: -1.57 eV
- Energy relative to the best compared isomer or geometry (same formula, charge and spin): 396.62 kJ/mol

The geometry in ORCA input format:
```
! RIJCOSX wB97M-V def2-TZVPD def2/J DEFGRID3
* xyz 0 1
C -1.839 -0.036 -0.361
C -0.815 0.513 0.540
O 0.743 -1.698 0.673
C 1.796 -1.234 0.192
O 2.889 -1.674 -0.144
C 1.661 0.352 -0.147
C 0.473 0.813 0.132
H -1.849 -1.081 -0.022
H -2.831 0.408 -0.246
H -1.531 -0.046 -1.409
H -1.113 0.965 1.489
H 2.465 0.902 -0.627
H -0.048 1.816 -0.070
*
```

These are the Löwdin partial charges, in e, on atoms 1 to 5: C -0.0316; C -0.0051; O -0.0158; C -0.6616; O 0.0162

---

The following is a DFT calculation (wB97M-V/def2-TZVPD) of 2 unconnected molecules or ions with the total composition C5H6O2.

- Gap between HOMO and LUMO: 8.860 eV
- HOMO: -8.4 eV
- LUMO: 0.49 eV
- Energy relative to the best compared isomer or geometry (same formula, charge and spin): 463.71 kJ/mol

The geometry in ORCA input format:
```
! RIJCOSX wB97M-V def2-TZVPD def2/J DEFGRID3
* xyz 0 1
C -1.589 -0.711 -1.101
C -1.443 -0.514 0.240
C -0.964 0.761 0.595
C 1.986 -0.205 0.561
C 1.036 0.779 0.052
O -1.279 1.763 1.211
O 1.557 -0.182 -0.805
H -2.125 -1.535 -1.424
H -1.494 0.109 -1.781
H -1.459 -1.266 0.916
H 3.052 0.026 0.531
H 1.533 -0.873 1.265
H 1.190 1.848 -0.260
*
```

These are the Löwdin partial charges, in e, on atoms 1 to 5: C 0.0795; C -0.1059; C -0.2307; C -0.1233; C -0.1729

---

The following is a DFT calculation (wB97M-V/def2-TZVPD) of a single C5H6O2 molecule.

- Gap between HOMO and LUMO (alpha / beta): 6.285 / 5.064 eV
- HOMO (alpha / beta): -6.7 / -5.9 eV
- LUMO (alpha / beta): -0.43 / -0.85 eV
- Energy relative to the best compared isomer or geometry (same formula, charge and spin): 539.43 kJ/mol

The geometry in ORCA input format:
```
! RIJCOSX wB97M-V def2-TZVPD def2/J DEFGRID3
* xyz 0 1
O 0.972 1.435 1.408
C 0.673 0.660 0.543
C 1.680 -0.062 -0.356
O 0.858 -0.749 -1.353
C -0.386 -0.585 -1.070
C -1.583 -0.297 1.105
C -0.702 0.256 0.052
H 2.239 -0.821 0.197
H 2.353 0.604 -0.893
H -1.101 -1.106 -1.705
H -1.513 0.194 2.085
H -2.556 -0.658 0.798
H -0.932 1.127 -0.809
*
```

These are the Löwdin partial charges, in e, on atoms 1 to 5: O 0.1364; C -0.3569; C -0.0002; O 0.0422; C -0.0557

---

The following is a DFT calculation (wB97M-V/def2-TZVPD) of a single C5H6O2 molecule.

- Gap between HOMO and LUMO: 10.689 eV
- HOMO: -10.1 eV
- LUMO: 0.61 eV
- Energy relative to the best compared isomer or geometry (same formula, charge and spin): 151.19 kJ/mol

The geometry in ORCA input format:
```
! RIJCOSX wB97M-V def2-TZVPD def2/J DEFGRID3
* xyz 0 1
O 2.139 -1.122 -0.783
C 1.554 -0.130 -0.427
C 0.087 0.054 -0.235
C -0.260 -0.362 1.197
C -0.944 -1.004 0.045
C -0.451 1.369 -0.691
O -1.630 1.638 -0.734
H 2.102 0.772 -0.072
H -0.723 0.385 1.829
H 0.510 -0.964 1.674
H -1.954 -0.674 -0.185
H -0.730 -2.048 -0.156
H 0.308 2.112 -1.013
*
```

These are the Löwdin partial charges, in e, on atoms 1 to 5: O 0.0784; C -0.2310; C -0.3526; C -0.0462; C -0.0470

---

The following is a DFT calculation (wB97M-V/def2-TZVPD) of a single C5H6O2 molecule.

- Gap between HOMO and LUMO: 9.945 eV
- HOMO: -9.2 eV
- LUMO: 0.79 eV
- Energy relative to the best compared isomer or geometry (same formula, charge and spin): 463.59 kJ/mol

The geometry in ORCA input format:
```
! RIJCOSX wB97M-V def2-TZVPD def2/J DEFGRID3
* xyz 0 1
C -1.152 -0.767 0.306
C -0.535 1.547 0.003
C 0.690 1.437 -0.018
C 1.376 -0.879 -0.156
C 0.170 -1.366 -0.058
H -2.127 -1.347 0.129
H -1.221 -0.812 1.357
H -0.986 2.575 -0.138
H 1.208 2.579 -0.306
H 2.285 -1.420 -0.656
H -0.014 -2.441 -0.566
O -1.395 0.422 -0.239
O 1.702 0.472 0.340
*
```

These are the Löwdin partial charges, in e, on atoms 1 to 5: C -0.2899; C -0.1225; C -0.1564; C -0.0995; C -0.0776

---

The following is a DFT calculation (wB97M-V/def2-TZVPD) of a molecular structure, C5H6O2.

- Gap between HOMO and LUMO (alpha / beta): 9.607 / 9.605 eV
- HOMO (alpha / beta): -9.0 / -9.0 eV
- LUMO (alpha / beta): 0.59 / 0.59 eV
- Energy relative to the best compared isomer or geometry (same formula, charge and spin): 409.47 kJ/mol

The geometry in ORCA input format:
```
! RIJCOSX wB97M-V def2-TZVPD def2/J DEFGRID3
* xyz 0 1
O 0.587 1.765 -0.679
C 0.138 0.565 -0.263
C 1.335 -0.414 -0.006
O 1.406 -0.673 -1.449
C 0.355 0.091 -1.667
C -1.362 -0.408 1.490
C -1.118 0.481 0.534
H 1.151 -1.351 0.516
H 2.257 0.082 0.290
H 0.058 0.166 -2.720
H -0.627 -1.143 1.813
H -2.320 -0.425 1.999
H -1.859 1.237 0.283
*
```

These are the Löwdin partial charges, in e, on atoms 1 to 5: O -0.0453; C -0.5797; C -0.0149; O 0.0189; C 0.0269

---

The following is a DFT calculation (wB97M-V/def2-TZVPD) of 2 unconnected molecules or ions with the total composition C5H6O2.

- Gap between HOMO and LUMO (alpha / beta): 7.633 / 8.770 eV
- HOMO (alpha / beta): -8.2 / -8.6 eV
- LUMO (alpha / beta): -0.58 / 0.16 eV
- Energy relative to the best compared isomer or geometry (same formula, charge and spin): 708.95 kJ/mol

The geometry in ORCA input format:
```
! RIJCOSX wB97M-V def2-TZVPD def2/J DEFGRID3
* xyz 0 1
C -2.968 -0.859 -0.039
C -2.613 0.234 0.482
C 1.626 -0.394 -0.511
C 3.026 -0.129 0.126
C 0.540 0.290 -0.148
O 3.927 -0.875 0.071
O 0.232 1.444 0.363
H -4.008 -1.117 -0.485
H -2.226 -1.646 -0.373
H -2.754 1.311 0.629
H 1.555 -1.346 -0.931
H 2.853 0.844 0.650
H 0.809 2.243 0.164
*
```

These are the Löwdin partial charges, in e, on atoms 1 to 5: C -0.1673; C 0.0036; C -0.0581; C -0.2913; C -0.1185

---

The following is a DFT calculation (wB97M-V/def2-TZVPD) of a single C5H6O2 molecule.

- Gap between HOMO and LUMO: 10.223 eV
- HOMO: -9.3 eV
- LUMO: 0.91 eV
- Energy relative to the best compared isomer or geometry (same formula, charge and spin): 160.98 kJ/mol

The geometry in ORCA input format:
```
! RIJCOSX wB97M-V def2-TZVPD def2/J DEFGRID3
* xyz 0 1
O -1.567 1.877 0.660
C -0.838 1.013 0.231
C -0.305 0.885 -1.194
O -0.277 -0.506 -1.444
C 0.032 -1.110 -0.226
C 1.099 -0.617 0.698
C -0.341 -0.197 0.949
H 0.725 1.260 -1.179
H -0.867 1.423 -1.956
H -0.130 -2.181 -0.297
H 1.952 0.049 0.526
H 1.330 -1.455 1.336
H -0.812 -0.443 1.894
*
```

These are the Löwdin partial charges, in e, on atoms 1 to 5: O 0.1046; C -0.3378; C -0.0995; O -0.0618; C -0.2538

---

The following is a DFT calculation (wB97M-V/def2-TZVPD) of a single C5H6O2 molecule.

- Gap between HOMO and LUMO: 10.668 eV
- HOMO: -10.0 eV
- LUMO: 0.68 eV
- Energy relative to the best compared isomer or geometry (same formula, charge and spin): 266.85 kJ/mol

The geometry in ORCA input format:
```
! RIJCOSX wB97M-V def2-TZVPD def2/J DEFGRID3
* xyz 0 1
O -2.384 -0.169 -0.042
C -1.176 -0.842 0.258
C -0.036 -0.123 -0.468
C 0.252 1.222 0.211
O 0.068 1.400 1.389
C 1.355 -0.596 -0.425
C 2.556 -0.489 -0.367
H -2.378 0.677 0.426
H -0.981 -0.857 1.336
H -1.301 -1.868 -0.093
H -0.331 0.012 -1.515
H 0.748 1.977 -0.428
H 3.609 -0.345 -0.283
*
```

These are the Löwdin partial charges, in e, on atoms 1 to 5: O -0.0530; C -0.2266; C -0.2676; C -0.2397; O 0.0698

---

The following is a DFT calculation (wB97M-V/def2-TZVPD) of a molecular structure, C5H6O2.

- Gap between HOMO and LUMO: 9.204 eV
- HOMO: -8.2 eV
- LUMO: 1.00 eV
- Energy relative to the best compared isomer or geometry (same formula, charge and spin): 477.37 kJ/mol

The geometry in ORCA input format:
```
! RIJCOSX wB97M-V def2-TZVPD def2/J DEFGRID3
* xyz 0 1
C -0.503 1.550 1.104
O 2.000 0.215 -0.801
C 1.288 -0.692 -1.128
C 0.280 -1.369 -0.210
O 0.424 -0.724 1.083
C -0.378 0.230 0.536
C -0.901 -0.472 -0.508
H -0.714 2.358 0.400
H 0.119 1.865 1.953
H 1.110 -0.939 -2.195
H 0.215 -2.453 -0.179
H -1.451 0.708 1.343
H -1.488 -0.277 -1.399
*
```

These are the Löwdin partial charges, in e, on atoms 1 to 5: C 0.0682; O 0.0738; C -0.2264; C -0.2415; O 0.0475

---

The following is a DFT calculation (wB97M-V/def2-TZVPD) of 2 unconnected molecules or ions with the total composition C5H6O2.

- Gap between HOMO and LUMO: 8.474 eV
- HOMO: -8.4 eV
- LUMO: 0.04 eV
- Energy relative to the best compared isomer or geometry (same formula, charge and spin): 320.77 kJ/mol

The geometry in ORCA input format:
```
! RIJCOSX wB97M-V def2-TZVPD def2/J DEFGRID3
* xyz 0 1
O -2.480 -0.334 -0.029
C -1.832 -1.171 0.560
C 0.521 0.317 -0.581
C 0.126 1.320 0.228
O -1.109 1.807 0.365
C 1.866 -0.161 -0.578
C 2.999 -0.579 -0.603
H -1.756 1.122 0.091
H -1.158 -0.906 1.395
H -1.849 -2.225 0.224
H -0.173 -0.129 -1.291
H 0.834 1.854 0.853
H 4.010 -0.917 -0.635
*
```

These are the Löwdin partial charges, in e, on atoms 1 to 5: O -0.0173; C -0.0772; C -0.1480; C -0.2065; O 0.0177

---

The following is a DFT calculation (wB97M-V/def2-TZVPD) of a single C5H6O2 molecule.

- Gap between HOMO and LUMO: 9.106 eV
- HOMO: -9.0 eV
- LUMO: 0.11 eV
- Energy relative to the best compared isomer or geometry (same formula, charge and spin): 613.08 kJ/mol

The geometry in ORCA input format:
```
! RIJCOSX wB97M-V def2-TZVPD def2/J DEFGRID3
* xyz 0 1
O 1.016 0.543 2.221
C 0.679 1.060 0.949
C 0.554 -0.071 -0.048
C -0.746 -0.794 -0.138
O -1.580 0.230 -0.486
C -0.298 0.027 -1.305
C -0.251 -0.869 -2.348
H 0.261 0.032 2.540
H -0.251 1.641 0.971
H 1.498 1.723 0.663
H 1.452 -0.669 -0.194
H -1.056 -1.833 -0.104
H -1.278 -1.020 -2.721
*
```

These are the Löwdin partial charges, in e, on atoms 1 to 5: O -0.0489; C -0.2175; C -0.1232; C -0.1772; O 0.0211

---

The following is a DFT calculation (wB97M-V/def2-TZVPD) of a single C5H6O2 molecule.

- Gap between HOMO and LUMO: 9.795 eV
- HOMO: -9.7 eV
- LUMO: 0.06 eV
- Energy relative to the best compared isomer or geometry (same formula, charge and spin): 114.70 kJ/mol

The geometry in ORCA input format:
```
! RIJCOSX wB97M-V def2-TZVPD def2/J DEFGRID3
* xyz 0 1
O 1.256 -1.902 0.190
C 0.402 -1.047 0.174
C -1.068 -1.219 0.535
O -1.647 0.070 0.483
C -0.843 0.924 -0.328
C 1.734 1.000 -0.281
C 0.556 0.392 -0.193
H -1.170 -1.619 1.549
H -1.551 -1.918 -0.165
H -0.968 1.949 0.030
H 2.646 0.429 -0.125
H 1.828 2.063 -0.491
H -1.175 0.878 -1.378
*
```

These are the Löwdin partial charges, in e, on atoms 1 to 5: O 0.1075; C -0.3377; C -0.1136; O -0.1174; C -0.1498

---

The following is a DFT calculation (wB97M-V/def2-TZVPD) of a molecular structure, C5H6O2.

- Gap between HOMO and LUMO: 11.158 eV
- HOMO: -10.4 eV
- LUMO: 0.81 eV
- Energy relative to the best compared isomer or geometry (same formula, charge and spin): 125.49 kJ/mol

The geometry in ORCA input format:
```
! RIJCOSX wB97M-V def2-TZVPD def2/J DEFGRID3
* xyz 0 1
C 1.538 0.486 -0.594
C 0.300 -0.146 -0.053
C -0.867 -0.726 -0.751
C -1.066 0.387 0.278
C -0.794 -0.191 1.632
O -1.286 -0.182 2.715
O 0.399 -0.778 1.256
H 2.286 -0.278 -0.829
H 1.967 1.181 0.134
H 1.305 1.033 -1.512
H -1.182 -1.743 -0.532
H -1.050 -0.400 -1.771
H -1.538 1.334 0.049
*
```

These are the Löwdin partial charges, in e, on atoms 1 to 5: C 0.0103; C -0.4275; C 0.0049; C -0.0463; C -0.4383

---

The following is a DFT calculation (wB97M-V/def2-TZVPD) of a single C5H6O2 molecule.

- Gap between HOMO and LUMO: 9.649 eV
- HOMO: -8.7 eV
- LUMO: 0.93 eV
- Energy relative to the best compared isomer or geometry (same formula, charge and spin): 235.18 kJ/mol

The geometry in ORCA input format:
```
! RIJCOSX wB97M-V def2-TZVPD def2/J DEFGRID3
* xyz 0 1
O 0.998 2.221 0.440
C 0.619 1.084 0.319
C 1.506 -0.133 0.059
O 0.819 -0.852 -0.951
C -0.493 -0.381 -1.018
C -1.271 -0.661 0.492
C -0.787 0.669 0.097
H 1.600 -0.746 0.967
H 2.498 0.160 -0.288
H -0.946 -0.735 -1.941
H -0.657 -1.323 1.094
H -2.350 -0.753 0.714
H -1.535 1.450 0.016
*
```

These are the Löwdin partial charges, in e, on atoms 1 to 5: O 0.1142; C -0.3483; C -0.0998; O -0.0918; C -0.1364

---

The following is a DFT calculation (wB97M-V/def2-TZVPD) of a single C5H6O2 molecule.

- Gap between HOMO and LUMO: 9.939 eV
- HOMO: -9.3 eV
- LUMO: 0.65 eV
- Energy relative to the best compared isomer or geometry (same formula, charge and spin): 198.93 kJ/mol

The geometry in ORCA input format:
```
! RIJCOSX wB97M-V def2-TZVPD def2/J DEFGRID3
* xyz 0 1
C -0.968 1.078 0.045
C -0.728 -1.400 -0.537
C -0.526 0.422 1.256
C 0.017 -0.024 -0.121
C 1.441 0.216 -0.531
O -1.613 1.899 -0.518
O -1.676 -1.831 0.039
H -0.267 -1.870 -1.418
H 0.116 0.943 1.947
H -1.206 -0.288 1.720
H 1.576 0.092 -1.604
H 2.111 -0.468 -0.012
H 1.724 1.232 -0.266
*
```

These are the Löwdin partial charges, in e, on atoms 1 to 5: C -0.3511; C -0.1586; C 0.0074; C -0.3121; C -0.0310

---

The following is a DFT calculation (wB97M-V/def2-TZVPD) of a single C5H6O2 molecule.

- Gap between HOMO and LUMO: 9.381 eV
- HOMO: -9.5 eV
- LUMO: -0.13 eV
- Energy relative to the best compared isomer or geometry (same formula, charge and spin): 386.92 kJ/mol

The geometry in ORCA input format:
```
! RIJCOSX wB97M-V def2-TZVPD def2/J DEFGRID3
* xyz 0 1
O 1.607 1.061 -1.164
C 1.717 -0.094 -0.358
C 0.405 -0.466 0.280
C -0.613 0.457 0.776
C -1.744 -0.524 0.872
C -0.800 -0.745 -0.326
O -0.809 1.578 0.274
H 1.065 1.716 -0.692
H 2.491 0.027 0.414
H 2.037 -0.903 -1.017
H -2.718 -0.036 0.830
H -1.694 -1.404 1.509
H -0.944 -0.667 -1.399
*
```

These are the Löwdin partial charges, in e, on atoms 1 to 5: O -0.0495; C -0.2138; C -0.0366; C -0.4612; C 0.0110

---

The following is a DFT calculation (wB97M-V/def2-TZVPD) of a single C5H6O2 molecule.

- Gap between HOMO and LUMO: 10.332 eV
- HOMO: -9.4 eV
- LUMO: 0.91 eV
- Energy relative to the best compared isomer or geometry (same formula, charge and spin): 139.65 kJ/mol

The geometry in ORCA input format:
```
! RIJCOSX wB97M-V def2-TZVPD def2/J DEFGRID3
* xyz 0 1
O 1.204 2.129 0.502
C 0.715 1.053 0.251
C 1.497 -0.230 -0.062
O 0.665 -1.002 -0.910
C -0.651 -0.525 -0.790
C -1.247 -0.590 0.563
C -0.717 0.736 0.028
H 1.721 -0.758 0.878
H 2.436 -0.017 -0.573
H -1.217 -0.566 -1.708
H -0.670 -1.084 1.342
H -2.323 -0.680 0.677
H -1.413 1.535 -0.197
*
```

These are the Löwdin partial charges, in e, on atoms 1 to 5: O 0.1020; C -0.3401; C -0.0988; O -0.0673; C -0.2667